[1]
# C33H35N3O2S2Se2Ti

C33H35N3O2S2Se2Ti as an isolated structure (ωB97M-V/def2-TZVPD, the OMol25 dataset).

## Properties
Highest occupied orbital energy ... -8.24 eV
Molar mass ... 775.58 g/mol
Energy above the lowest of the compared OMol25 structures with the same formula, charge and spin ... 0.0635 eV
E_tot ... -8042.144555 Ha
Net charge ... 0

Geometry as XYZ:
```
78
C33H35N3O2S2Se2Ti (ωB97M-V/def2-TZVPD)
Ti 1.029 0.401 0.412
C 1.583 4.090 1.085
C 2.455 3.850 -0.119
C 3.602 4.605 -0.324
C 4.406 4.378 -1.429
C 4.061 3.395 -2.341
C 2.918 2.622 -2.167
C 2.540 1.574 -3.168
C 2.127 2.854 -1.045
N 0.957 2.069 -0.760
C -0.228 2.587 -1.205
O -0.399 3.439 -2.055
C -1.380 2.022 -0.421
C -2.704 2.394 -0.530
C -3.599 1.888 0.406
C -3.148 1.051 1.418
C -1.807 0.722 1.433
N -0.969 1.184 0.518
C -1.115 -0.131 2.453
O -1.726 -0.614 3.387
N 0.221 -0.244 2.178
C 0.936 -1.026 3.150
C 0.813 -2.417 3.150
C -0.124 -3.111 2.201
C 1.530 -3.145 4.091
C 2.333 -2.511 5.024
C 2.411 -1.128 5.036
C 1.709 -0.367 4.108
C 1.764 1.136 4.167
H 1.982 4.900 1.693
H 1.516 3.196 1.712
H 0.567 4.360 0.787
H 3.864 5.375 0.392
H 5.300 4.970 -1.581
H 4.686 3.221 -3.208
H 1.592 1.828 -3.646
H 2.415 0.600 -2.691
H 3.300 1.486 -3.944
H -2.998 3.081 -1.311
H -4.646 2.157 0.354
H -3.795 0.656 2.188
H -0.072 -2.699 1.191
H -1.153 -2.987 2.546
H 0.094 -4.178 2.156
H 1.447 -4.226 4.092
H 2.883 -3.095 5.752
H 3.013 -0.623 5.783
H 2.232 1.460 5.096
H 0.763 1.569 4.120
H 2.344 1.543 3.336
C -2.247 0.997 -3.925
Se -0.701 -0.051 -3.382
C -1.459 -1.834 -3.624
C -2.780 -2.049 -2.916
Se -2.685 -1.494 -1.042
C -4.039 -2.732 -0.385
H -1.943 2.038 -3.838
H -3.082 0.807 -3.252
H -2.519 0.775 -4.954
H -0.693 -2.495 -3.216
H -1.558 -2.032 -4.692
H -3.047 -3.106 -2.923
H -3.582 -1.493 -3.400
H -3.712 -3.755 -0.555
H -4.996 -2.550 -0.867
H -4.135 -2.558 0.685
S 3.260 0.598 0.816
C 3.304 -1.165 0.987
C 4.182 -1.722 1.927
C 4.311 -3.087 2.042
C 3.538 -3.934 1.247
C 2.631 -3.405 0.357
C 2.509 -2.018 0.205
S 1.328 -1.392 -0.952
H 4.766 -1.059 2.551
H 5.009 -3.500 2.758
H 3.641 -5.008 1.338
H 2.005 -4.050 -0.246
```

[2]
# C22H68N4O10

A 10-piece molecular cluster, C22H68N4O10 overall at a distorted geometry (ωB97M-V/def2-TZVPD, the OMol25 dataset).

## Properties
Highest occupied orbital energy ... -8.71 eV
Molar mass ... 548.80 g/mol
Energy above the lowest of the compared OMol25 structures with the same formula, charge and spin ... 14.2800 eV
E_tot ... -1849.759695 Ha
Net charge ... 0

Geometry as XYZ:
```
104
C22H68N4O10 (ωB97M-V/def2-TZVPD)
C 4.423 4.241 2.515
C 4.556 5.263 1.451
C 4.089 4.729 0.139
O 4.878 3.686 -0.284
C 4.627 3.258 -1.608
N 3.602 6.393 1.813
H 4.570 4.720 3.658
H 5.044 3.468 2.322
H 3.507 3.742 2.616
H 5.494 5.645 1.495
H 4.273 5.599 -0.497
H 3.035 4.449 0.139
H 4.844 4.026 -2.252
H 3.717 2.618 -1.970
H 5.522 2.390 -1.709
H 3.788 6.984 2.669
H 2.698 5.764 1.916
C 0.815 -0.860 -3.312
C 0.484 -0.929 -1.881
C 0.332 0.409 -1.313
O 0.123 0.368 0.054
C 1.090 -0.107 0.899
N -0.760 -1.712 -1.772
H 1.822 -0.577 -3.799
H 0.000 -0.279 -3.748
H 1.073 -1.770 -3.804
H 1.307 -1.479 -1.471
H -0.293 0.950 -1.765
H 1.297 1.229 -1.389
H 1.295 -1.250 0.692
H 0.499 -0.064 1.709
H 1.889 0.598 0.780
H -0.728 -1.762 -0.744
H -0.693 -2.605 -2.158
C 0.368 3.877 3.181
C 0.172 4.441 1.776
C -0.941 3.960 0.931
O -0.915 4.542 -0.312
C -1.671 4.009 -1.298
N 0.066 5.904 1.773
H 0.004 2.810 3.099
H -0.493 4.420 3.744
H 1.352 3.980 3.743
H 1.155 4.377 1.346
H -1.952 4.145 1.522
H -0.889 2.790 0.913
H -2.035 4.636 -2.056
H -2.697 3.643 -1.155
H -0.914 3.241 -1.913
H -0.763 6.287 2.229
H -0.221 6.136 0.753
C -3.736 -4.193 2.743
C -3.132 -2.866 2.155
C -1.819 -3.058 1.446
O -0.821 -3.431 2.360
C 0.317 -3.879 1.771
N -4.190 -2.256 1.282
H -3.039 -4.711 3.237
H -3.847 -5.111 2.161
H -4.727 -4.082 3.468
H -3.121 -2.157 3.081
H -1.527 -2.082 0.968
H -1.957 -3.709 0.657
H 0.226 -4.910 1.219
H 1.176 -3.857 2.562
H 0.985 -3.318 1.045
H -3.909 -1.354 0.874
H -5.083 -1.984 1.800
C 4.719 -2.767 -0.130
O 3.989 -2.356 1.114
H 5.055 -3.788 -0.155
H 5.674 -2.093 -0.210
H 4.034 -2.867 -1.042
H 4.694 -2.376 1.796
C -3.442 -0.070 -2.104
O -4.442 0.824 -1.714
H -3.792 -0.676 -2.773
H -3.006 -0.583 -1.203
H -2.783 0.532 -2.644
H -5.308 0.438 -2.129
C -4.354 -3.612 -2.180
O -4.889 -4.004 -0.967
H -4.716 -2.757 -2.416
H -4.657 -4.272 -3.157
H -3.315 -3.582 -1.842
H -4.432 -3.455 -0.401
C 1.173 -4.974 -2.139
O -0.148 -4.682 -1.746
H 1.145 -5.142 -3.362
H 1.665 -5.901 -1.669
H 1.834 -4.141 -1.975
H -0.884 -4.889 -2.284
C -1.014 -0.076 4.318
O -2.080 0.164 5.312
H -1.518 0.252 3.273
H -0.843 -1.185 4.406
H -0.002 0.417 4.375
H -1.777 -0.266 6.213
C -1.590 -2.533 -5.136
O -1.387 -2.597 -6.555
H -1.471 -1.695 -4.613
H -0.986 -3.378 -4.760
H -2.527 -2.842 -4.920
H -2.258 -2.426 -7.102
```

[3]
# C39H50Br2CrN4O2SSi4Te2

C39H50Br2CrN4O2SSi4Te2 as an isolated structure (ωB97M-V/def2-TZVPD, the OMol25 dataset).

## Properties
<S²> ... 3.8148
Highest occupied orbital energy (spin up / spin down) ... -4.59 / -4.60 eV
2S+1 ... 4
Molar mass ... 1218.27 g/mol
Energy above the lowest of the compared OMol25 structures with the same formula, charge and spin ... 0.6604 eV
E_tot ... -10170.630369 Ha
Net charge ... -1

Geometry as XYZ:
```
105
C39H50Br2CrN4O2SSi4Te2 (ωB97M-V/def2-TZVPD)
Cr -0.216 0.841 1.320
N -2.302 4.916 2.010
C -1.964 3.696 2.558
S -3.233 2.674 3.080
N -0.669 3.494 2.644
N -0.314 2.177 2.938
C 0.143 1.969 4.114
C 0.724 0.732 4.594
C 1.284 0.728 5.875
C 1.847 -0.410 6.414
C 1.845 -1.580 5.651
C 1.302 -1.602 4.386
C 0.726 -0.448 3.817
O 0.236 -0.516 2.609
H -3.223 5.248 2.233
H -1.561 5.594 1.936
H 0.108 2.809 4.806
H 1.274 1.652 6.442
H 2.282 -0.397 7.404
H 2.280 -2.486 6.058
H 1.313 -2.501 3.781
C -2.458 -1.515 2.542
C -3.003 -0.625 1.473
C -4.335 -0.795 1.037
C -4.875 0.039 0.105
C -4.093 1.081 -0.434
C -4.534 2.026 -1.388
Br -6.318 1.966 -2.040
C -3.688 2.989 -1.859
C -2.368 3.059 -1.400
Br -1.232 4.396 -2.095
C -1.863 2.175 -0.459
O -0.643 2.181 -0.025
C -2.770 1.179 0.026
N -2.252 0.329 0.961
H -3.217 -2.229 2.856
H -2.153 -0.914 3.400
H -1.574 -2.047 2.192
H -4.919 -1.596 1.469
H -5.898 -0.083 -0.222
H -4.028 3.709 -2.590
Te 2.520 1.221 1.178
C 2.673 2.712 -0.300
C 3.557 2.513 -1.353
C 3.753 3.519 -2.288
C 3.078 4.724 -2.158
C 2.181 4.909 -1.116
C 1.964 3.902 -0.188
C 3.188 2.433 2.804
C 4.216 1.889 3.566
C 4.673 2.547 4.699
C 4.101 3.753 5.075
C 3.066 4.290 4.321
C 2.603 3.632 3.191
H 4.086 1.572 -1.450
H 4.433 3.360 -3.116
H 3.240 5.516 -2.879
H 1.623 5.833 -1.036
H 1.211 4.022 0.582
H 4.663 0.944 3.280
H 5.471 2.113 5.290
H 4.454 4.270 5.959
H 2.602 5.222 4.620
H 1.770 4.045 2.638
C 1.280 -0.699 -4.964
Si 1.517 -2.294 -3.988
C 1.405 -3.753 -5.186
C 3.261 -2.295 -3.272
Si -0.077 -2.377 -2.277
Te 0.725 -0.776 -0.608
Si -0.109 -4.511 -1.328
C -0.588 -5.864 -2.559
C -1.306 -4.563 0.127
C 1.624 -4.887 -0.687
Si -2.163 -1.822 -3.170
C -2.244 0.002 -3.628
C -2.500 -2.853 -4.721
C -3.549 -2.185 -1.946
H 2.164 -0.474 -5.565
H 1.104 0.142 -4.290
H 0.419 -0.768 -5.634
H 2.055 -3.568 -6.046
H 0.392 -3.915 -5.556
H 1.734 -4.678 -4.708
H 3.982 -1.955 -4.019
H 3.550 -3.296 -2.944
H 3.325 -1.638 -2.401
H -1.639 -5.791 -2.844
H -0.428 -6.848 -2.112
H 0.004 -5.807 -3.473
H -2.342 -4.636 -0.209
H -1.217 -3.649 0.718
H -1.093 -5.412 0.781
H 2.299 -5.144 -1.506
H 1.615 -5.716 0.026
H 2.036 -4.008 -0.186
H -1.748 0.200 -4.580
H -1.749 0.617 -2.872
H -3.284 0.333 -3.702
H -1.800 -2.609 -5.523
H -3.514 -2.667 -5.085
H -2.406 -3.922 -4.519
H -3.331 -1.771 -0.961
H -3.703 -3.260 -1.824
H -4.484 -1.741 -2.300
```

[4]
# CH3O2P

A 2-piece molecular cluster, CH3O2P overall at a distorted geometry (ωB97M-V/def2-TZVPD, the OMol25 dataset).

## Properties
Highest occupied orbital energy (spin up / spin down) ... -8.33 / -9.00 eV
Molar mass ... 78.01 g/mol
Energy above the lowest of the compared OMol25 structures with the same formula, charge and spin ... 6.9042 eV
E_tot ... -531.501759 Ha
Net charge ... 0

Geometry as XYZ:
```
7
CH3O2P (ωB97M-V/def2-TZVPD)
C -1.269 0.759 -0.517
O 1.793 -1.155 1.587
O 1.289 -1.698 0.301
P 2.141 -0.326 0.183
H -2.014 0.785 -1.166
H -0.483 1.349 -0.787
H -1.457 0.286 0.399
```